[1]
DFT (ωB97M-V/def2-TZVPD) results for C20H27N3O6S2 in the gas phase at a distorted geometry.

```
58
Properties=species:S:1:pos:R:3:forces:R:3
C -0.323304 -1.140271 -4.480734 -0.06 -0.16 0.00
H -0.108354 -1.878338 -5.257311 -0.03 0.04 -0.02
O 0.842295 -0.406581 -4.145267 0.29 0.14 0.10
C 1.958466 -1.202194 -3.844572 0.18 0.00 0.40
O 2.505924 -1.817756 -4.972290 -0.04 -0.07 0.05
C 2.981817 -0.940776 -5.978215 -0.02 0.04 -0.01
H 3.069632 -1.541748 -6.881156 0.04 0.09 -0.02
H 3.962988 -0.534016 -5.716319 -0.02 0.01 -0.05
H 2.276865 -0.123059 -6.147347 0.06 -0.02 -0.06
C 2.932531 -0.289107 -3.073030 -0.14 -0.27 -0.36
N 2.292534 0.124028 -1.848976 -0.22 0.13 -0.37
C 2.681281 -0.312099 -0.628753 -0.62 0.33 0.14
O 3.733147 -0.878501 -0.427978 0.41 -0.31 0.22
C 1.665624 -0.004396 0.466205 0.40 -0.05 0.10
C 1.806358 -1.001322 1.623229 0.28 -0.25 -0.68
N 0.819049 -0.758247 2.642382 -0.91 -0.70 0.15
S -0.577903 -1.637306 2.535847 0.12 0.21 0.13
O -1.431266 -1.206811 3.605895 0.08 0.13 -0.15
O -0.209128 -3.018469 2.485918 0.09 0.11 -0.25
C -1.334698 -1.258727 0.963868 -0.21 0.22 0.30
C -2.177802 -0.229516 0.569378 0.58 -0.72 0.16
C -2.822423 0.886682 1.188677 -0.29 0.33 0.48
C -2.912847 1.110010 2.514316 0.23 -0.54 -0.74
C -3.556785 2.235682 3.098637 -0.52 0.94 0.25
C -3.698463 2.490181 4.443685 0.17 -0.30 -0.56
C -4.382839 3.685339 4.713950 -0.21 0.37 -0.06
C -4.758340 4.340128 3.579896 0.09 -0.16 -0.16
S -4.287001 3.510944 2.157141 0.15 -0.25 0.53
H -5.289008 5.267879 3.495147 -0.11 0.19 0.04
H -4.590286 4.047868 5.704587 -0.05 0.08 0.15
H -3.320138 1.825399 5.199076 0.09 -0.17 0.13
H -2.491957 0.395343 3.208262 -0.02 0.04 -0.02
H -3.284918 1.567784 0.484648 -0.02 0.07 -0.04
O -2.387320 -0.345797 -0.758193 -0.22 0.61 0.91
N -1.722507 -1.422851 -1.238324 0.58 -0.97 -0.44
C -1.090541 -1.983912 -0.240781 -0.33 0.34 -0.08
C -0.254552 -3.188328 -0.455983 0.04 -0.18 -0.12
H 0.759932 -2.896586 -0.730388 0.09 -0.02 0.01
H -0.212363 -3.776167 0.456366 0.03 -0.07 -0.16
H -0.671103 -3.775089 -1.270719 0.02 -0.03 -0.05
C 0.803927 0.583897 3.169373 -0.38 0.66 0.19
C 0.733038 1.652949 2.075241 0.25 -0.13 0.07
C 1.820490 1.413360 1.027119 -0.29 0.01 -0.10
H 1.740251 2.149586 0.224762 0.07 0.02 0.02
H 2.807680 1.512632 1.482490 0.11 0.03 -0.02
H -0.248791 1.624105 1.597375 0.00 0.06 0.02
H 0.856860 2.636463 2.530231 -0.06 0.03 0.02
H -0.050310 0.649649 3.842834 0.17 0.16 0.10
H 1.722332 0.718956 3.752072 -0.07 -0.05 0.01
H 1.678479 -2.030246 1.289750 0.25 0.00 -0.07
H 2.807071 -0.906690 2.056253 -0.09 -0.08 -0.02
H 0.664750 -0.091259 0.032835 0.08 0.02 0.01
H 1.368100 0.508515 -1.977725 0.01 -0.08 0.19
H 3.166692 0.589114 -3.679652 0.09 -0.09 -0.02
H 3.844048 -0.831771 -2.818618 -0.08 0.08 -0.08
H 1.664776 -2.047030 -3.198636 0.01 0.19 -0.06
H -1.041271 -0.412261 -4.851662 -0.07 -0.09 0.00
H -0.730720 -1.639265 -3.594817 0.00 0.06 -0.10
```
Forces are in eV/Å.

Summary:
SMILES: COC(CNC(=O)[C@@H]1CCCN(S(=O)(=O)c2c(C)noc2/C=C/c2cccs2)C1)OC
Total charge: 0
Orbital gap (hartree): 0.2829
ΔE to the lowest compared entry with this formula, charge and spin (kJ/mol): 48.8

Löwdin atomic charge list, values in e, 6 entries: number 1, C, carries -0.07; number 2, H, carries 0.09; number 3, O, carries -0.14; number 4, C, carries -0.41; number 5, O, carries -0.12; number 6, C, carries -0.08

---

[2]
DFT (ωB97M-V/def2-TZVPD) results for C20H27N5O4 in the gas phase.

```
56
Properties=species:S:1:pos:R:3:forces:R:3
C 6.543336 0.225948 0.765011 -0.35 -0.10 -0.19
C 5.656952 -0.376325 -0.320235 0.51 0.04 -0.03
H 5.933132 -1.421280 -0.488977 -0.01 0.17 -0.06
H 5.776629 0.164510 -1.267623 -0.05 -0.10 0.06
O 4.296730 -0.438548 0.055951 -0.42 0.11 0.08
C 3.555698 0.710395 0.138827 -0.20 0.14 0.15
C 3.948444 1.939309 -0.378286 0.25 -0.24 -0.10
C 3.107599 3.036538 -0.290404 -0.10 0.03 0.03
C 1.877686 2.927307 0.327766 -0.07 0.14 -0.03
C 1.489063 1.707661 0.856340 0.18 0.00 -0.03
C 2.301543 0.589415 0.762212 0.28 -0.12 0.03
C 1.849292 -0.746564 1.308297 0.09 -0.04 0.06
N 0.911329 -1.494901 0.487385 -0.02 -0.07 0.12
C 1.409175 -1.981700 -0.774940 0.03 0.02 -0.31
H 2.418088 -2.369177 -0.628746 -0.05 -0.05 -0.06
H 0.762166 -2.808223 -1.086004 0.08 -0.02 -0.07
C 1.434167 -0.919068 -1.882671 0.38 -0.22 0.13
N 0.222918 -0.129720 -1.848658 0.12 0.05 -0.42
C -0.619792 0.008646 -0.810624 0.12 -0.03 0.01
O -1.557743 0.787332 -0.864680 -0.32 0.16 0.12
C -0.414012 -0.927105 0.372980 -0.17 -0.18 0.16
H -0.632241 -0.373459 1.291271 0.02 0.00 -0.17
C -1.483385 -2.043879 0.279970 -0.01 0.29 0.15
C -2.786614 -1.543944 0.881914 0.05 -0.19 -0.20
O -2.847814 -1.280548 2.070794 0.25 0.05 0.36
N -3.865036 -1.435997 0.074569 -0.37 0.06 0.04
C -3.853492 -1.604655 -1.361659 0.25 -0.12 -0.29
H -3.648313 -2.641465 -1.640873 -0.04 0.04 -0.05
H -4.835829 -1.336488 -1.745581 0.04 0.00 -0.02
H -3.117958 -0.944663 -1.823579 -0.06 -0.03 -0.06
C -5.131458 -1.039395 0.665401 -0.11 -0.14 0.28
C -5.560430 0.310361 0.213420 -0.28 0.76 -0.26
N -6.615598 0.516841 -0.524554 0.18 -0.84 0.23
O -6.700741 1.839601 -0.721749 -0.27 0.03 -0.20
N -5.690696 2.485841 -0.113226 0.75 0.36 0.48
C -4.953345 1.586805 0.475601 -0.76 -0.30 -0.43
C -3.718044 1.865821 1.226926 0.24 0.17 -0.01
H -3.640683 1.206429 2.088942 0.03 0.01 0.08
H -3.692380 2.906510 1.535013 0.01 0.07 0.08
H -2.867323 1.665196 0.572867 0.03 0.00 0.13
H -5.905202 -1.766149 0.398865 0.05 0.07 0.07
H -4.985018 -1.034301 1.750079 -0.12 -0.07 -0.22
H -1.139277 -2.863613 0.913854 -0.06 0.06 -0.05
H -1.595713 -2.399815 -0.740283 0.01 -0.07 -0.04
H 0.083604 0.525874 -2.606811 -0.13 -0.02 0.18
H 1.510701 -1.403761 -2.861877 0.03 0.00 0.11
H 2.300684 -0.260720 -1.759818 -0.07 -0.13 -0.08
H 1.366756 -0.594888 2.277889 0.08 0.00 -0.02
H 2.722707 -1.385884 1.452783 -0.12 0.08 0.12
H 0.536759 1.629223 1.358631 -0.14 -0.04 0.07
H 1.225259 3.782818 0.405266 -0.06 0.09 0.01
H 3.428265 3.980910 -0.704503 0.03 0.08 -0.03
H 4.906115 2.056401 -0.861092 0.10 -0.03 -0.02
H 7.581105 0.203764 0.444286 0.13 0.02 -0.02
H 6.258302 1.254767 0.971372 0.05 0.08 0.04
H 6.443926 -0.347983 1.682963 0.03 -0.04 0.08
```
Forces are in eV/Å.

Summary:
SMILES: CCOc1ccccc1CN1CCNC(=O)[C@H]1CC(=O)N(C)Cc1nonc1C
Total charge: 0
Orbital gap (hartree): 0.3323
ΔE to the lowest compared entry with this formula, charge and spin (kJ/mol): 182.4

Löwdin atomic charge list, values in e, 6 entries: number 1, C, carries -0.06; number 2, C, carries -0.24; number 3, H, carries 0.12; number 4, H, carries 0.12; number 5, O, carries -0.08; number 6, C, carries -0.24

---

[3]
DFT (ωB97M-V/def2-TZVPD) results for a molecular structure, C20H28As2NO13Zr at a distorted geometry.

```
65
Properties=species:S:1:pos:R:3:forces:R:3
Zr 0.000000 0.000000 0.000000 -2.16 5.10 0.54
O 1.092995 -1.621425 -0.758043 3.00 0.22 -0.85
C 0.819271 -2.693997 0.129894 -0.12 -2.39 1.02
C -0.672649 -2.716386 0.483690 0.23 -1.30 -0.36
N -1.053763 -1.476572 1.115341 1.17 0.04 -0.29
C -0.526229 -1.178029 2.451754 -0.33 -0.03 1.05
C 0.279856 0.174345 2.532518 -2.78 2.16 6.10
O -0.113327 0.948459 3.467923 1.51 -2.48 -3.27
O 1.317062 0.299356 1.809337 -0.19 -0.62 -3.01
C -2.301035 -0.815434 0.724809 -1.59 -0.48 -0.07
C -2.495775 -0.712740 -0.828282 -6.10 -3.08 0.07
O -3.593467 -1.212818 -1.247769 4.11 1.92 1.14
O -1.598091 -0.126030 -1.501389 2.74 0.44 0.42
H 2.054632 -1.354323 -0.636062 -1.00 -0.66 -0.64
H 1.094831 -3.626958 -0.372382 -0.12 0.09 0.13
H 1.448991 -2.595068 1.019504 -0.11 0.06 -0.03
H -1.230703 -2.880884 -0.444592 -0.18 0.21 0.15
H -0.897127 -3.567724 1.136125 0.20 -0.05 -0.12
H -1.346986 -1.168646 3.179570 0.18 0.32 -0.22
H 0.159202 -1.963631 2.792926 -0.04 0.06 -0.36
H -3.151688 -1.342806 1.171670 0.05 0.10 -0.30
H -2.318733 0.214457 1.102180 0.16 -0.15 0.25
C 6.635078 1.829971 -1.782347 1.64 0.22 1.70
O 5.421045 1.680286 -2.417513 -3.25 -0.49 -2.13
C 4.230024 1.581308 -1.770085 1.82 0.24 2.03
O 4.195960 1.581012 -0.546096 -0.47 -0.12 -0.94
C 2.978720 1.368776 -2.567333 0.66 0.04 0.21
C 2.871566 1.829814 -3.814193 -0.33 1.41 -1.76
As 3.634990 3.610779 -3.980222 0.74 0.74 -0.41
C 2.389187 4.540340 -5.202727 -0.42 0.12 -0.46
C 2.782577 4.430081 -2.330216 -1.44 -2.45 1.72
C 1.983437 3.743155 -1.394417 1.45 0.96 -0.86
As 1.426322 1.816623 -1.488402 0.01 1.09 -1.10
C -0.061199 2.243865 -2.725640 -0.61 -0.40 -0.33
C 1.486282 4.333820 -0.099687 0.89 2.92 2.80
O 1.912983 5.393510 0.332674 -0.56 -1.87 -0.47
O 0.631409 3.604992 0.667131 0.72 -1.98 -3.87
C 0.196036 3.979947 1.920429 -0.41 1.27 2.13
C 3.028746 5.920427 -2.200589 -1.57 2.18 0.89
O 2.127343 6.623154 -1.774168 1.45 -1.14 -1.51
O 4.167027 6.572233 -2.576791 -1.98 0.22 0.64
C 5.365033 6.058867 -3.022115 1.78 -0.87 -0.51
C 1.861046 1.303227 -4.771581 -2.06 -2.30 -1.03
O 1.300220 0.243003 -4.525652 0.48 0.85 0.05
O 1.662422 1.911057 -5.965883 2.41 1.73 2.56
C 0.847755 1.409674 -6.958291 -1.50 -1.48 -1.21
H 7.439502 1.880431 -2.544525 -0.76 -0.06 0.32
H 6.827831 0.961526 -1.116484 -0.04 0.62 -0.25
H 6.642434 2.769249 -1.189359 0.08 -0.61 -0.18
H 2.548716 4.194215 -6.243409 -0.09 0.17 0.75
H 2.603897 5.627973 -5.170353 0.03 -0.61 0.21
H 1.336666 4.380048 -4.901699 0.58 0.12 -0.29
H 0.247185 2.947308 -3.518607 0.04 -0.39 0.41
H -0.865023 2.733765 -2.139083 0.59 -0.26 -0.05
H -0.482302 1.316325 -3.160815 0.28 0.60 0.17
H -0.487633 3.200368 2.315113 0.56 0.36 -0.51
H -0.351711 4.944428 1.864172 0.42 -0.48 0.11
H 1.061112 4.076506 2.611225 -0.56 0.05 -0.38
H 6.115460 6.875474 -3.030536 -0.60 -0.36 0.24
H 5.282871 5.712454 -4.069169 0.20 -0.04 0.54
H 5.724869 5.258472 -2.340888 -0.04 0.27 -0.60
H 0.866536 2.099645 -7.826464 0.15 -0.29 0.74
H -0.195896 1.321101 -6.589104 0.56 -0.09 -0.30
H 1.215933 0.413879 -7.287525 -0.37 0.52 0.20
H -1.042986 1.422533 0.736745 0.86 0.07 -0.59
```
Forces are in eV/Å.

Summary:
Total charge: +1
Orbital gap (spin up / spin down) (hartree): 0.2405 / 0.2405
ΔE to the lowest compared entry with this formula, charge and spin (kJ/mol): 118.9

Löwdin atomic charge list, values in e, 6 entries: number 1, Zr, carries 1.72; number 2, O, carries -0.19; number 3, C, carries -0.17; number 4, C, carries -0.12; number 5, N, carries -0.33; number 6, C, carries -0.06

---

[4]
DFT (ωB97M-V/def2-TZVPD) results for 8 unconnected molecules or ions with the total composition C20H28Br8F4O12 at a distorted geometry.

```
72
Properties=species:S:1:pos:R:3:forces:R:3
Br -4.275417 1.956586 3.768751 0.12 -0.81 0.26
C -4.349787 -0.042492 3.725106 -2.07 0.85 -0.04
C -3.941484 -0.460903 2.388033 -0.20 0.48 -2.48
Br -4.050119 -2.377521 2.263489 -0.07 -0.29 0.03
H -5.413593 -0.315926 3.904504 0.86 0.32 0.19
H -3.695455 -0.493124 4.429287 0.44 0.08 1.01
H -2.951637 -0.145588 2.166380 1.26 -0.20 0.09
H -4.466247 -0.014436 1.511423 -0.31 -0.48 0.99
Br -0.655764 -4.343513 -5.245608 0.59 0.06 -0.13
C 0.972572 -4.268857 -4.145272 -0.95 1.31 0.66
C 0.506118 -4.811379 -2.824842 0.02 -0.07 -0.05
Br 1.962787 -4.834022 -1.531838 0.36 -0.18 -0.04
H 1.284889 -3.213549 -4.081826 -0.30 -0.47 -0.10
H 1.763796 -4.854604 -4.537581 0.42 -0.57 -0.71
H 0.180126 -5.835558 -3.029785 -0.09 0.22 0.71
H -0.223829 -4.176602 -2.325557 -0.26 -0.32 -0.35
Br 4.966956 -1.201500 -2.247172 -0.06 -0.51 -0.24
C 4.909536 -2.835469 -3.375468 2.52 -0.71 1.35
C 4.191565 -2.500082 -4.615881 -0.71 0.40 0.38
Br 4.131966 -3.967273 -5.785938 0.55 -1.23 -1.23
H 4.408736 -3.601827 -2.769446 0.13 0.30 -0.29
H 6.016053 -3.163233 -3.521023 -2.00 0.70 0.10
H 4.615518 -1.622276 -5.082523 -0.22 0.06 -0.31
H 3.135051 -2.440293 -4.397568 -0.05 1.03 0.17
Br 2.005569 1.053209 -0.017417 -0.25 -0.30 -0.40
C 0.374020 0.000806 0.336325 0.68 -0.59 1.50
C 0.159130 -1.151558 -0.604789 0.31 -0.32 0.12
Br -1.689497 -1.942221 -0.417505 1.19 0.47 0.14
H -0.439863 0.666870 0.198521 -0.53 0.77 0.49
H 0.595913 -0.318841 1.392897 -0.94 0.37 -1.21
H 0.877596 -1.946802 -0.343919 -0.44 0.18 -0.72
H 0.187194 -0.772706 -1.625802 0.17 -0.48 -0.03
C 1.447582 -3.969030 2.040089 -1.96 -0.92 0.18
C 0.527590 -4.736443 3.062882 0.91 2.24 0.03
O -0.429227 -3.752115 3.369136 -0.55 1.23 -0.31
C 0.010042 -2.491606 2.981144 1.44 -2.03 0.83
O -0.414401 -1.438113 3.255136 -1.92 1.22 0.61
O 1.194986 -2.606670 2.393856 -0.14 -0.47 -1.58
F 1.249050 -4.991776 4.192175 0.17 -0.14 0.29
H 1.185785 -4.276873 0.991291 0.37 0.83 0.91
H 2.454801 -4.028755 2.304086 1.68 -1.07 -0.05
H -0.019287 -5.613502 2.836277 -0.19 -0.91 -0.80
C 2.016684 5.030040 -0.846006 -0.01 -0.68 -0.41
C 0.974648 6.082080 -0.791443 -1.53 1.81 0.46
O -0.093515 5.610914 -1.638796 1.84 0.67 -0.01
C 0.559480 4.876426 -2.613409 -0.83 -0.05 0.72
O 0.081656 4.482994 -3.613374 -0.83 -0.05 -0.85
O 1.765751 4.579585 -2.209837 2.71 -0.30 0.42
F 1.509284 7.315330 -1.264671 -0.69 -1.47 0.10
H 1.779750 4.158579 -0.231812 -0.04 0.28 0.31
H 3.055461 5.374652 -0.600243 -1.00 -0.24 -0.93
H 0.485466 6.316935 0.143930 0.28 -0.10 0.35
C -3.229389 3.118488 -1.989234 -0.55 0.78 -0.61
C -2.509182 2.336128 -0.931285 -3.18 -1.21 -1.67
O -1.708793 1.518845 -1.693057 0.60 -0.93 1.02
C -2.023868 1.520982 -3.018817 -1.79 0.62 -0.78
O -1.560911 0.773161 -3.804826 0.10 0.30 0.07
O -3.016782 2.479005 -3.254066 1.50 -1.85 1.10
F -3.584247 1.669953 -0.184597 2.11 0.13 -0.82
H -2.742605 4.055862 -2.096376 0.04 1.27 0.14
H -4.296685 3.197143 -1.777959 0.22 0.08 -0.11
H -1.956080 2.886107 -0.255846 1.09 0.87 1.67
C -0.501672 1.469846 4.015511 -1.22 -1.75 -2.45
C -0.394316 2.420523 5.106884 -0.60 1.55 2.03
O -0.526681 3.672047 4.525795 -0.16 0.72 0.74
C -0.367918 3.621929 3.200524 -0.23 -2.39 1.20
O -0.253069 4.588389 2.558655 0.21 1.12 -2.04
O -0.379873 2.298112 2.835393 -0.26 1.02 -0.54
F 0.857808 2.369466 5.656051 0.18 -0.23 0.36
H -1.421015 0.803002 3.951154 0.96 1.28 0.18
H 0.338242 0.821153 3.935928 0.63 -0.62 0.47
H -1.156952 2.431871 5.901778 0.49 -0.64 -0.11
```
Forces are in eV/Å.

Summary:
SMILES: O=C1OC[C@@H](F)O1.O=C1OC[C@@H](F)O1.O=C1OC[C@@H](F)O1.O=C1OC[C@@H](F)O1.BrCCBr.BrCCBr.BrCCBr.BrCCBr
Total charge: 0
Orbital gap (hartree): 0.3821
ΔE to the lowest compared entry with this formula, charge and spin (kJ/mol): 47.0

Löwdin atomic charge list, values in e, 6 entries: number 1, Br, carries 0.63; number 2, C, carries -0.66; number 3, C, carries -0.78; number 4, Br, carries 0.66; number 5, H, carries 0.07; number 6, H, carries 0.05